# C6H10O

One molecule with the formula C6H10O (wB97M-V/def2-TZVPD, the OMol25 dataset).

```
17
C6H10O (wB97M-V/def2-TZVPD)
C 1.84 0.43 -0.63
C 0.56 0.07 0.10
C 0.18 -1.36 0.51
C -1.23 -1.14 -0.11
C -0.85 0.31 -0.50
C -0.96 1.37 0.59
O 0.24 0.90 1.24
H 2.73 0.05 -0.13
H 1.83 0.04 -1.65
H 1.91 1.52 -0.69
H 0.77 -2.21 0.17
H 0.15 -1.33 1.60
H -2.07 -1.26 0.58
H -1.41 -1.76 -1.00
H -1.04 0.63 -1.52
H -1.87 1.37 1.22
H -0.78 2.38 0.21
```

Its SMILES is C[C@]12CC[C@H]1CO2. The molecular weight comes out at 98.145 g mol⁻¹. The LUMO energy is 1.05 eV.

# C6H10O

One molecule with the formula C6H10O (wB97M-V/def2-TZVPD, the OMol25 dataset).

```
17
C6H10O (wB97M-V/def2-TZVPD)
C 2.58 0.26 0.08
C 1.09 0.07 0.35
C 0.22 1.26 0.06
C -1.09 1.20 -0.24
C -1.89 -0.02 -0.39
C -1.69 -1.19 0.23
O -2.35 -2.35 -0.02
H 2.77 0.43 -0.99
H 3.00 1.11 0.63
H 3.13 -0.64 0.38
H 0.96 -0.23 1.40
H 0.73 -0.77 -0.25
H 0.69 2.25 0.11
H -1.61 2.13 -0.44
H -2.71 0.03 -1.11
H -0.97 -1.33 1.03
H -2.87 -2.23 -0.83
```

Its SMILES is CC/C=C\C=C\O. The molecular weight comes out at 98.145 g mol⁻¹. The LUMO energy is 0.93 eV.

# C6H10O

One molecule with the formula C6H10O in a non-equilibrium geometry (wB97M-V/def2-TZVPD, the OMol25 dataset).

```
17
C6H10O (wB97M-V/def2-TZVPD)
O 0.06 2.20 -1.74
C -0.97 1.89 -1.22
C -1.00 0.91 -0.08
C 0.39 0.26 0.08
C 0.57 -1.24 -0.23
C 0.82 -2.07 2.15
C 0.23 -2.08 0.96
H -1.98 2.37 -1.49
H -1.25 1.45 0.74
H -1.84 0.26 -0.21
H 0.68 0.38 1.08
H 1.10 0.91 -0.55
H -0.06 -1.44 -1.00
H 1.45 -1.27 -0.70
H 1.59 -1.40 2.22
H 0.49 -2.55 3.04
H -0.79 -2.37 0.90
```

Its SMILES is C=CCCCC=O. The molecular weight comes out at 98.145 g mol⁻¹. The LUMO energy is 1.03 eV.

# C6H10O

One molecule with the formula C6H10O (wB97M-V/def2-TZVPD, the OMol25 dataset).

```
17
C6H10O (wB97M-V/def2-TZVPD)
O -1.34 -1.72 -0.29
C -0.47 -0.84 -1.00
C -0.90 0.58 -0.64
C -0.53 0.87 0.82
C 0.97 0.77 1.09
C 1.62 -0.32 0.29
C 0.99 -1.04 -0.64
H -2.19 -1.24 -0.28
H -0.58 -1.02 -2.08
H -2.00 0.61 -0.75
H -0.45 1.30 -1.34
H -1.05 0.12 1.43
H -0.92 1.85 1.10
H 1.48 1.73 0.88
H 1.14 0.60 2.17
H 2.68 -0.49 0.47
H 1.55 -1.76 -1.22
```

Its SMILES is O[C@@H]1C=CCCC1. The molecular weight comes out at 98.145 g mol⁻¹. The LUMO energy is 1.00 eV.

# C6H10O

One molecule with the formula C6H10O (wB97M-V/def2-TZVPD, the OMol25 dataset).

```
17
C6H10O (wB97M-V/def2-TZVPD)
C 0.07 -0.63 1.90
C -0.55 2.06 -0.42
C 0.77 -1.53 -1.22
C -0.89 -0.04 0.88
C -0.25 0.59 -0.31
C 0.48 -0.07 -1.21
O -2.08 -0.03 1.05
H 0.91 0.49 -2.04
H 0.22 -1.68 1.67
H -0.37 -0.56 2.89
H 1.03 -0.13 1.86
H -0.14 2.59 0.43
H -1.63 2.20 -0.42
H -0.13 2.47 -1.34
H 0.09 -2.09 -0.59
H 1.79 -1.72 -0.89
H 0.68 -1.91 -2.24
```

Its SMILES is C/C=C(/C)C(C)=O. The molecular weight comes out at 98.145 g mol⁻¹. The LUMO energy is 0.98 eV.

# C6H10O

C6H10O as an isolated structure (wB97M-V/def2-TZVPD, the OMol25 dataset).

```
17
C6H10O (wB97M-V/def2-TZVPD)
C 1.81 -0.61 -0.13
C 0.76 0.32 0.46
C 0.01 1.31 -0.47
C -1.33 0.89 0.18
O -2.11 0.01 -0.64
C -1.26 -1.09 -0.26
C -0.60 -0.27 0.87
H 2.12 -1.37 0.61
H 2.70 -0.05 -0.44
H 1.43 -1.14 -1.01
H 1.19 0.86 1.31
H 0.31 2.36 -0.39
H 0.02 1.03 -1.53
H -1.93 1.67 0.67
H -0.54 -1.35 -1.06
H -1.80 -2.02 -0.09
H -0.77 -0.55 1.92
```

The molecular weight comes out at 98.145 g mol⁻¹. The LUMO energy is 1.10 eV.

# C6H10O

A 2-piece molecular cluster, C6H10O overall (wB97M-V/def2-TZVPD, the OMol25 dataset).

```
17
C6H10O (wB97M-V/def2-TZVPD)
O 1.18 -0.29 1.72
C 0.57 -1.50 1.68
C -0.72 -1.74 1.50
C 0.06 -0.26 -1.04
C -0.27 0.94 -1.83
C -0.40 1.00 -0.34
C 0.48 1.98 -1.08
H 1.30 -2.30 1.77
H -1.08 -2.76 1.41
H -1.45 -0.94 1.41
H -0.63 -1.10 -1.11
H 1.10 -0.56 -0.88
H -1.11 1.07 -2.49
H -1.32 1.23 0.18
H 0.61 0.35 1.24
H 0.12 2.99 -1.18
H 1.57 1.89 -0.97
```

Its SMILES is C1[C@H]2C[C@@H]12.C=CO. The molecular weight comes out at 98.145 g mol⁻¹. The LUMO energy is 1.10 eV.

# C6H10O

C6H10O as an isolated structure (wB97M-V/def2-TZVPD, the OMol25 dataset).

```
17
C6H10O (wB97M-V/def2-TZVPD)
C -1.77 -0.39 0.55
C -1.46 1.09 0.68
C -0.40 0.13 0.30
C 0.86 -0.39 0.82
C 0.74 -0.03 -0.65
C 1.86 0.96 -0.30
O 1.81 0.63 1.10
H -1.88 -0.95 1.49
H -2.44 -0.72 -0.24
H -1.86 1.71 -0.13
H -1.45 1.56 1.65
H -0.62 -2.45 -0.84
H 0.98 -1.36 1.30
H -0.14 -2.90 -1.18
H 0.74 -0.65 -1.54
H 2.82 0.62 -0.72
H 1.73 2.03 -0.49
```

The molecular weight comes out at 98.145 g mol⁻¹. The LUMO energy is 1.14 eV.

# C6H10O

One molecule with the formula C6H10O in a non-equilibrium geometry (wB97M-V/def2-TZVPD, the OMol25 dataset).

```
17
C6H10O (wB97M-V/def2-TZVPD)
C -0.16 -1.11 -1.93
O -0.73 -1.10 -0.69
C -1.00 0.24 -0.29
C -0.88 0.57 1.12
C 0.38 0.03 1.76
C 1.27 0.63 0.66
C 0.08 1.21 -0.07
H -0.08 -2.06 -2.46
H 0.84 -0.73 -2.13
H -0.77 -0.51 -2.62
H -1.88 0.66 -0.78
H -1.73 0.92 1.70
H 0.56 0.48 2.74
H 0.41 -1.06 1.87
H 1.93 1.41 1.05
H 1.88 -0.07 0.09
H 0.08 2.19 -0.54
```

Its SMILES is CO[C@@H]1[C@@H]2CC[C@@H]21. The molecular weight comes out at 98.145 g mol⁻¹. The LUMO energy is 1.10 eV.

# C6H10O

One molecule with the formula C6H10O in a non-equilibrium geometry (wB97M-V/def2-TZVPD, the OMol25 dataset).

```
17
C6H10O (wB97M-V/def2-TZVPD)
O -3.11 -1.11 1.17
C -2.03 -1.59 0.97
C -0.92 -0.94 0.20
C -0.71 0.52 0.67
C 0.71 1.00 0.37
C 2.24 0.50 -1.56
C 1.04 0.83 -1.10
H -1.79 -2.59 1.40
H 0.02 -1.46 0.43
H -1.09 -0.95 -0.88
H -0.91 0.58 1.74
H -1.43 1.19 0.21
H 0.86 2.02 0.72
H 1.38 0.32 0.91
H 3.08 0.40 -0.88
H 2.44 0.28 -2.60
H 0.22 1.01 -1.78
```

Its SMILES is C=CCCCC=O. The molecular weight comes out at 98.145 g mol⁻¹. The LUMO energy is 1.05 eV.

# C6H10O

One molecule with the formula C6H10O (wB97M-V/def2-TZVPD, the OMol25 dataset).

```
17
C6H10O (wB97M-V/def2-TZVPD)
C -1.81 -0.34 0.46
C -1.09 0.71 -0.37
C 0.02 1.54 0.22
C 0.33 0.52 -0.85
C 1.07 -0.79 -0.62
C 1.82 -1.03 0.67
O 1.77 -0.38 1.68
H -1.71 -0.13 1.53
H -1.43 -1.35 0.28
H -2.87 -0.36 0.21
H -1.75 1.25 -1.06
H 0.08 2.58 -0.08
H 0.32 1.32 1.24
H 0.57 0.96 -1.81
H 1.83 -0.93 -1.40
H 0.37 -1.64 -0.72
H 2.48 -1.93 0.62
```

Its SMILES is C[C@H]1C[C@H]1CC=O. The molecular weight comes out at 98.145 g mol⁻¹. The LUMO energy is 1.02 eV.

# C6H10O

A 2-piece molecular cluster, C6H10O overall (wB97M-V/def2-TZVPD, the OMol25 dataset).

```
17
C6H10O (wB97M-V/def2-TZVPD)
C 0.12 2.01 -0.73
C 0.63 0.69 -1.23
C 1.79 0.14 -0.88
C -1.34 -1.36 0.71
C -1.52 -0.30 1.49
C -0.06 -2.10 0.72
O 0.16 -3.08 0.04
H -0.01 2.72 -1.55
H 0.80 2.45 0.00
H -0.86 1.88 -0.25
H -0.01 0.17 -1.94
H 2.11 -0.82 -1.27
H 2.46 0.63 -0.17
H -2.11 -1.74 0.04
H -2.45 0.26 1.51
H -0.72 0.05 2.14
H 0.71 -1.69 1.41
```

Its SMILES is C=CC=O.C=CC. The molecular weight comes out at 98.145 g mol⁻¹. The LUMO energy is 0.34 eV.

# C6H10O

One molecule with the formula C6H10O (wB97M-V/def2-TZVPD, the OMol25 dataset).

```
17
C6H10O (wB97M-V/def2-TZVPD)
O -1.79 -0.56 -1.43
C -0.67 0.30 -1.23
C -0.75 1.06 0.10
C -0.36 0.15 1.28
C 1.06 -0.42 1.16
C 1.45 -0.68 -0.28
C 0.69 -0.39 -1.33
H -1.95 -1.04 -0.61
H -0.75 1.00 -2.07
H -1.76 1.45 0.23
H -0.07 1.92 0.03
H -1.07 -0.69 1.34
H -0.47 0.69 2.23
H 1.79 0.26 1.62
H 1.15 -1.36 1.72
H 2.44 -1.13 -0.42
H 1.06 -0.59 -2.34
```

Its SMILES is O[C@@H]1C=CCCC1. The molecular weight comes out at 98.145 g mol⁻¹. The LUMO energy is 0.98 eV.

# C6H10O

C6H10O as an isolated structure (wB97M-V/def2-TZVPD, the OMol25 dataset).

```
17
C6H10O (wB97M-V/def2-TZVPD)
C 2.45 -0.09 0.01
C 1.11 0.65 -0.01
C -0.02 -0.15 0.63
O -1.04 0.70 1.23
C -2.06 -0.01 0.54
C -1.92 0.18 -0.93
C -1.07 -0.85 -0.23
H 2.44 -0.98 -0.63
H 2.70 -0.42 1.03
H 3.26 0.56 -0.34
H 0.84 0.93 -1.03
H 1.20 1.58 0.56
H 0.37 -0.82 1.40
H -2.97 -0.26 1.08
H -2.72 -0.23 -1.54
H -1.49 1.11 -1.30
H -1.10 -1.90 -0.48
```

The molecular weight comes out at 98.145 g mol⁻¹. The LUMO energy is 1.16 eV.

# C6H10O

One molecule with the formula C6H10O in a non-equilibrium geometry (wB97M-V/def2-TZVPD, the OMol25 dataset).

```
17
C6H10O (wB97M-V/def2-TZVPD)
O -2.23 0.52 -1.28
C -1.83 1.25 -2.29
C -0.92 -0.28 -1.14
C -0.54 -0.01 0.27
C 0.62 -0.83 0.73
C 2.02 -0.38 0.42
C 1.49 -0.29 1.82
H -2.69 1.28 -3.00
H -1.28 -1.28 -1.38
H -0.09 -0.06 -1.85
H -1.44 -0.20 0.85
H -0.32 1.06 0.33
H 0.44 -1.91 0.73
H 2.76 -1.14 0.20
H 2.13 0.55 -0.14
H 1.86 -0.99 2.56
H 1.24 0.70 2.21
```

The molecular weight comes out at 98.145 g mol⁻¹. The LUMO energy is 0.72 eV.